A structure of composition C37H34N7Ru. Source: the OMol25 dataset; level of theory: the ωB97M-V functional and the def2-TZVPD basis.

```
79
Properties=species:S:1:pos:R:3:forces:R:3:lowdin_charge:R:1
Ru -0.0002 0.0133 -0.1965 -0.0356 -2.1058 -0.0790 1.3111
C 3.1971 0.1193 1.0381 0.3836 0.1379 -0.2027 -0.1725
C 3.3514 1.4851 0.3637 -0.2550 -0.2362 0.1664 -0.0872
C 2.6619 1.5908 -0.9755 0.1872 0.4497 -0.1526 -0.2527
C 2.8765 2.6940 -1.8037 0.0203 -0.2181 0.1819 -0.0011
C 2.4337 2.6594 -3.1127 -0.1907 -0.3740 -0.1087 -0.0242
C 1.7968 1.5122 -3.5799 0.1915 0.0789 0.1171 -0.0320
C 1.5421 0.4988 -2.6802 0.1599 -0.0593 -0.4707 -0.1506
N 1.9338 0.5529 -1.4022 -0.8734 -0.0250 0.5620 0.0044
N 1.8587 -0.1118 1.5894 -0.4141 -0.1862 -0.4234 -0.1899
C 1.7124 -1.4808 2.1027 0.1890 -0.1929 0.0050 -0.1253
C 0.2651 -1.8155 2.3738 -0.1514 -0.1126 0.1839 -0.2636
C -0.1085 -2.9658 3.0601 -0.0111 0.1403 -0.0240 0.0119
C -1.4444 -3.1613 3.3696 0.1970 0.1678 -0.1364 -0.0177
C -2.3604 -2.1730 3.0361 0.0691 0.1597 -0.0254 -0.0245
C -1.9111 -1.0702 2.3349 -0.2892 -0.2036 0.2725 -0.1345
N -0.6410 -0.9239 1.9727 0.6227 -0.1066 -0.4756 0.0222
C 1.6082 0.8635 2.6592 -0.2046 0.1739 0.0506 -0.1163
C 0.8341 2.0779 2.2152 0.2176 0.0783 0.2913 -0.2663
C 1.1510 3.3425 2.7050 -0.2341 -0.1661 0.0282 -0.0010
C 0.2949 4.4010 2.4506 -0.0616 -0.1990 -0.1133 -0.0170
C -0.8659 4.1533 1.7313 0.0297 -0.1116 0.1418 -0.0355
C -1.0779 2.8750 1.2422 -0.1480 0.3365 0.1401 -0.1566
N -0.2324 1.8647 1.4392 0.0616 -0.1453 -0.9122 0.0496
H 3.4274 -0.6531 0.3061 -0.0755 -0.0470 0.1052 0.1042
H 3.9403 0.0381 1.8454 -0.0593 0.0050 -0.0899 0.1398
H 3.0200 2.2872 1.0254 0.1027 0.0538 -0.0466 0.1059
H 4.4196 1.6514 0.1939 -0.0859 0.0120 0.0031 0.1423
H 3.4114 3.5550 -1.4318 0.1446 0.0061 0.0694 0.1269
H 2.6133 3.4899 -3.7770 0.0331 0.1216 -0.0514 0.1220
H 1.4984 1.4064 -4.6095 -0.0573 0.0200 -0.1193 0.1200
H 1.0376 -0.4144 -2.9820 -0.0622 0.1606 0.0571 0.1074
H 2.1167 -2.1867 1.3709 0.0106 0.1401 0.1009 0.1175
H 2.2812 -1.6026 3.0381 -0.0232 -0.0408 -0.1284 0.1499
H 0.6378 -3.6878 3.3471 0.1347 -0.1080 0.0716 0.1276
H -1.7597 -4.0522 3.8876 -0.0375 -0.1099 0.0792 0.1223
H -3.3968 -2.2536 3.3174 -0.1358 0.0069 0.0287 0.1169
H -2.5800 -0.2604 2.0762 -0.0588 -0.0538 -0.1128 0.1054
H 0.9991 0.3902 3.4371 0.1366 0.0721 -0.0658 0.1418
H 2.5570 1.1706 3.1209 -0.1669 -0.0699 -0.0020 0.1406
H 2.0393 3.4881 3.3020 0.0664 -0.0502 0.0417 0.1282
H 0.5167 5.3875 2.8265 0.0058 0.1024 0.0335 0.1244
H -1.5940 4.9313 1.5678 -0.0900 0.0522 -0.0647 0.1177
H -1.9713 2.6474 0.6764 0.0024 0.0007 -0.0761 0.1040
C -4.3363 -1.3961 -1.0654 0.0980 0.0042 0.1182 -0.0276
C -4.1764 -2.6525 -1.6321 0.0715 0.1228 0.0620 -0.0199
C -2.9216 -3.2236 -1.6456 0.1271 0.1761 0.2104 0.0177
C -1.8422 -2.5399 -1.0756 -0.3535 -0.1682 -0.1444 -0.2379
N -2.0149 -1.3178 -0.5507 1.2711 1.0913 -0.0958 0.0281
C -3.2196 -0.7602 -0.5552 -0.5876 0.0454 0.0217 -0.1531
C -0.4727 -3.0440 -1.1272 0.3699 0.1930 0.0025 -0.1944
C -0.1872 -4.3646 -1.4931 0.0004 0.2100 0.1176 -0.0155
C 1.1144 -4.7706 -1.7060 0.1039 -0.1028 -0.0848 -0.0531
C 2.1502 -3.8617 -1.5716 -0.1659 0.0111 0.1788 -0.0526
C 1.8778 -2.5672 -1.1474 0.2151 0.4249 -0.0570 -0.1347
C 0.5803 -2.1408 -0.9093 -0.7797 1.7628 0.2213 -0.0893
H -5.3017 -0.9206 -1.0392 -0.0892 0.1478 0.0093 0.1179
H -5.0143 -3.1663 -2.0789 -0.0707 -0.0398 -0.0079 0.1250
H -2.7688 -4.1739 -2.1265 0.0452 -0.1325 0.0057 0.1154
H -3.2964 0.2387 -0.1404 0.0223 -0.0180 -0.0319 0.1105
H -0.9810 -5.0838 -1.6226 -0.1105 -0.0277 0.0000 0.1127
H 1.3223 -5.7878 -2.0046 -0.0182 -0.0444 -0.0154 0.1180
H 3.1660 -4.1539 -1.7919 0.0879 -0.0208 0.0401 0.1165
H 2.7068 -1.8789 -1.0569 -0.0416 0.0158 -0.0225 0.0758
N -1.9208 3.4083 -2.6237 0.1275 0.0477 0.0285 0.1593
C -1.0280 2.8852 -1.7642 0.3232 0.1455 0.2394 -0.1659
N -0.9663 1.5742 -1.8206 0.4666 -0.9252 0.9783 0.0507
C -1.8457 1.2045 -2.8233 -0.4963 0.2554 -0.5714 -0.2365
C -2.1226 -0.0392 -3.3880 0.0749 0.0753 -0.0715 -0.0313
C -3.0633 -0.0894 -4.3950 0.1374 -0.1247 0.0883 -0.0579
C -3.7063 1.0629 -4.8588 -0.0253 0.1761 -0.0280 -0.0563
C -3.4111 2.3102 -4.3481 -0.0364 -0.0027 -0.0240 0.0062
C -2.4708 2.3643 -3.3284 0.0316 -0.9121 -0.0467 -0.1798
H -2.1597 4.3815 -2.7273 0.1534 0.0132 0.0342 0.1774
H -0.4143 3.5034 -1.1336 -0.0156 0.0297 0.1048 0.1288
H -1.5901 -0.9235 -3.0700 -0.0325 -0.0577 0.0271 0.0992
H -3.3019 -1.0398 -4.8495 0.0058 -0.0545 -0.0368 0.1147
H -4.4284 0.9732 -5.6561 -0.0543 0.0268 -0.0429 0.1161
H -3.8745 3.2028 -4.7355 -0.1004 0.1018 -0.0573 0.1205
```
Positions in Å, forces in eV/Å.

- <S²>: 1.065
- Total charge: +2
- Orbital gap (alpha / beta): 6.99 / 7.51 eV
- LUMO energy (alpha / beta): -6.59 / -6.08 eV
- 2S+1: 2

A cluster of 2 separate species, C5H13NO in total. Source: the OMol25 dataset; level of theory: the ωB97M-V functional and the def2-TZVPD basis.

```
20
Properties=species:S:1:pos:R:3:forces:R:3:nbo_charge:R:1
C -1.9668 -0.5066 1.3862 -1.7950 0.1841 -1.1033 -0.4087
N -1.0853 0.2641 0.5292 0.4768 -0.4328 -2.9045 -0.6928
C 0.0039 -0.5608 -0.0671 1.5177 4.4964 1.4136 0.1821
C 1.2881 0.0173 0.0944 -2.6725 -1.9631 -0.3564 -0.2378
C 2.3596 -0.8717 0.5435 -1.1010 -1.9542 0.6778 -0.6365
C -0.3106 -1.4410 -1.1911 1.4085 -2.9203 -1.1005 -0.6812
H -2.6570 -1.2445 0.6667 1.8592 1.6603 2.1435 0.1904
H -1.2904 -1.0586 2.0807 -1.2250 -0.0768 0.0118 0.1855
H -2.7135 0.2352 1.8896 1.4246 -1.5876 -0.6124 0.2151
H -0.7508 1.1886 0.8005 -0.1785 -1.0048 1.0250 0.3522
H 1.3304 1.0585 -0.0864 0.3150 1.3203 1.2305 0.2087
H 2.3003 -0.9168 1.6748 0.4460 0.1248 -1.1429 0.2167
H 2.0143 -1.8744 0.2193 0.3115 0.0790 0.3993 0.2100
H 3.3557 -0.8155 0.2206 1.4595 0.7520 -0.4609 0.2072
H 0.1432 -1.1000 -2.1596 -0.9821 0.5863 0.7953 0.2352
H -1.3753 -1.6307 -1.2859 0.0580 -0.2305 -0.1118 0.2291
H 0.2915 -2.4139 -1.1827 -1.1851 0.7153 0.5599 0.2291
H -0.1178 3.6273 -0.8648 0.0845 -3.1034 -1.1106 0.4702
H -0.5142 2.1218 -0.5094 0.1024 0.5318 -1.0136 0.4637
O -0.0830 2.6440 -1.2203 -0.3247 2.8234 1.6603 -0.9381
```
Positions in Å, forces in eV/Å.

- Relative energy (zero: lowest compared OMol25 entry of this formula, charge and spin): 4.673 eV
- Total charge: 0
- Orbital gap: 7.58 eV
- LUMO energy: 0.60 eV
- 2S+1: 1

| no. | E (eV) | largest force on an atom (eV Å⁻¹) |
| --- | --- | --- |
| 1 | -51920.0178 | 2.1 |
| 2 | -8929.3381 | 5.0 |